A cluster of 5 separate species, C16H48BrN4O4 in total, computed with wB97M-V/def2-TZVPD.

XYZ file:
```
73
Properties=species:S:1:pos:R:3:mulliken_spin:R:1
C -6.487 0.273 2.486 0.000
C -5.519 1.311 1.930 0.000
C -4.048 0.786 1.652 -0.001
O -3.272 1.931 1.269 0.020
C -1.901 1.645 0.872 0.027
N -6.167 1.763 0.656 0.000
H -5.432 2.225 0.139 0.000
H -6.528 0.986 0.122 0.000
H -6.974 2.343 0.833 0.000
H -6.752 -0.646 1.963 0.000
H -7.394 0.638 2.968 0.000
H -5.983 -0.095 3.380 0.000
H -5.443 2.208 2.546 0.000
H -3.919 0.000 0.907 -0.002
H -3.625 0.399 2.579 0.000
H -1.807 0.967 0.024 -0.002
H -1.480 1.077 1.701 -0.006
H -1.360 2.588 0.785 -0.007
C -2.001 -2.612 1.412 0.003
C -1.084 -3.815 1.286 0.000
C -1.482 -4.737 0.136 0.000
O -0.448 -5.806 0.014 0.000
C -0.771 -6.888 -0.810 0.000
N 0.353 -3.336 1.120 0.001
H 0.894 -3.322 1.972 0.000
H 0.897 -4.007 0.596 -0.001
H 0.489 -2.529 0.528 0.000
H -3.054 -2.878 1.320 0.000
H -1.851 -1.935 0.571 -0.001
H -1.974 -2.101 2.374 0.000
H -0.976 -4.408 2.194 0.000
H -1.677 -4.357 -0.867 0.000
H -2.403 -5.263 0.389 0.000
H -1.615 -7.460 -0.424 0.000
H 0.044 -7.611 -0.834 0.000
H -1.047 -6.455 -1.772 0.000
C 1.740 0.622 -5.271 0.000
C 1.503 1.881 -4.446 0.000
C -0.041 1.956 -4.071 0.003
O -0.160 3.200 -3.350 0.000
C -1.466 3.385 -2.751 0.000
N 2.382 1.819 -3.172 0.002
H 2.519 2.712 -2.721 0.001
H 2.029 1.245 -2.420 0.000
H 3.284 1.420 -3.387 0.000
H 2.785 0.329 -5.167 0.000
H 1.547 0.778 -6.332 0.000
H 1.293 -0.266 -4.825 0.000
H 1.785 2.710 -5.096 0.000
H -0.330 1.107 -3.451 -0.001
H -0.569 1.841 -5.017 0.000
H -1.538 4.321 -2.198 0.000
H -1.659 2.541 -2.088 -0.001
H -2.189 3.466 -3.562 0.000
C 3.864 3.256 1.393 0.001
C 4.265 1.773 1.262 0.001
C 5.585 1.464 2.073 0.000
O 5.999 0.101 1.818 0.000
C 7.110 -0.160 2.598 0.000
N 3.128 0.811 1.671 0.006
H 2.395 0.723 0.982 -0.012
H 3.440 -0.138 1.819 0.001
H 2.625 1.127 2.488 -0.001
H 4.755 3.823 1.123 0.000
H 3.681 3.552 2.426 0.000
H 2.963 3.513 0.836 0.000
H 4.388 1.423 0.236 0.000
H 5.295 1.550 3.120 0.000
H 6.291 2.235 1.765 0.000
H 7.963 0.497 2.432 0.000
H 7.473 -1.114 2.216 0.000
H 6.883 -0.179 3.664 0.000
Br 0.781 -0.199 -0.613 0.968
```

As for the spin multiplicity: 2. Its expectation value of S² is 0.753. As for the HOMO-LUMO gap (spin up / spin down): 8.48 / 2.71 eV. As for the charge: +4.



A cluster of 5 separate species, C16H48ClN4O4 in total, computed with wB97M-V/def2-TZVPD.

XYZ file:
```
73
Properties=species:S:1:pos:R:3:mulliken_charge:R:1
Cl -0.149 0.311 -0.145 -0.971
C 5.201 -0.345 0.418 -1.245
C 5.360 0.952 1.277 0.187
C 6.798 1.510 1.271 -0.699
O 6.930 2.915 1.520 -0.371
C 8.344 3.328 1.511 -0.780
N 4.506 2.165 0.760 -0.336
H 4.865 2.830 0.090 0.362
H 3.633 1.817 0.390 0.328
H 4.137 2.763 1.486 0.359
H 5.461 0.008 -0.580 0.398
H 4.203 -0.773 0.317 0.382
H 5.954 -1.046 0.778 0.357
H 5.135 0.798 2.332 0.267
H 7.212 1.273 0.291 0.390
H 7.427 0.986 1.990 0.438
H 8.961 2.972 2.337 0.336
H 8.367 4.393 1.742 0.291
H 8.901 3.093 0.604 0.327
C -1.993 -0.262 5.122 -1.561
C -1.096 -1.444 5.570 0.359
C -1.708 -2.306 6.658 -0.667
O -0.768 -3.331 7.008 -0.329
C -1.302 -4.374 7.756 -0.832
N -0.512 -2.161 4.377 -0.271
H -1.008 -2.957 4.004 0.328
H -0.303 -1.512 3.632 0.330
H 0.291 -2.718 4.632 0.376
H -1.527 0.449 4.441 0.476
H -2.280 0.363 5.968 0.383
H -2.891 -0.574 4.589 0.408
H -0.198 -0.932 5.915 0.192
H -2.731 -2.487 6.329 0.450
H -1.703 -1.649 7.528 0.375
H -1.509 -4.132 8.799 0.319
H -0.798 -5.338 7.685 0.314
H -2.252 -4.719 7.349 0.340
C 0.322 -3.534 -4.424 -1.572
C -1.151 -3.701 -4.437 0.242
C -1.628 -4.840 -5.337 -0.636
O -3.030 -5.071 -5.212 -0.371
C -3.866 -4.331 -6.032 -0.664
N -1.568 -3.930 -2.963 -0.257
H -1.305 -4.845 -2.627 0.362
H -1.096 -3.198 -2.451 0.355
H -2.572 -3.852 -2.888 0.349
H 0.611 -2.567 -4.012 0.467
H 0.540 -3.365 -5.479 0.390
H 0.920 -4.362 -4.043 0.400
H -1.557 -2.723 -4.695 0.267
H -1.248 -5.743 -4.861 0.309
H -1.379 -4.897 -6.397 0.488
H -4.857 -4.770 -5.911 0.267
H -3.489 -4.358 -7.055 0.324
H -4.030 -3.359 -5.567 0.272
C -3.816 5.162 -4.400 -1.378
C -2.999 4.843 -3.133 0.255
C -3.825 4.708 -1.790 -0.803
O -3.082 4.108 -0.727 -0.322
C -2.930 4.909 0.441 -0.678
N -2.100 3.596 -3.307 -0.299
H -2.660 2.776 -3.495 0.355
H -1.538 3.591 -4.146 0.371
H -1.555 3.407 -2.478 0.343
H -4.502 4.385 -4.739 0.391
H -3.144 5.413 -5.221 0.410
H -4.435 6.043 -4.227 0.384
H -2.290 5.628 -2.869 0.228
H -4.684 4.073 -2.002 0.379
H -4.329 5.649 -1.568 0.513
H -2.661 4.325 1.321 0.230
H -3.911 5.344 0.634 0.339
H -2.111 5.621 0.347 0.279
```

As for the HOMO-LUMO gap: 7.62 eV. As for the charge: +3.



A cluster of 8 separate species, C16H48O8 in total, computed with wB97M-V/def2-TZVPD.

XYZ file:
```
72
Properties=species:S:1:pos:R:3:mulliken_spin:R:1
C -1.600 24.912 10.172 -0.015
C -2.651 23.800 9.914 0.059
O -2.227 23.010 8.817 0.006
H -1.394 25.535 9.302 0.003
H -0.660 24.459 10.487 0.014
H -1.881 25.521 11.032 -0.010
H -3.632 24.167 9.611 0.001
H -2.729 23.226 10.836 -0.018
H -1.599 22.335 9.087 0.025
C 2.797 17.600 9.402 0.385
C 1.481 18.383 9.738 0.720
O 1.728 19.389 10.725 -1.929
H 2.562 16.823 8.675 0.094
H 3.273 17.173 10.284 -0.671
H 3.554 18.245 8.953 0.311
H 0.685 17.776 10.169 -0.552
H 1.115 18.859 8.828 0.445
H 2.029 18.972 11.536 1.260
C -1.741 21.017 5.217 0.004
C -1.403 19.753 6.043 0.052
O -0.077 19.307 5.891 -0.028
H -2.035 20.796 4.191 0.000
H -0.930 21.725 5.046 0.001
H -2.520 21.672 5.607 -0.002
H -2.036 18.886 5.857 -0.011
H -1.552 19.934 7.107 0.010
H -0.011 18.466 6.348 0.023
C 2.506 27.659 11.446 0.002
C 2.284 26.147 11.695 -0.013
O 1.169 25.935 12.516 -0.035
H 1.633 28.178 11.050 0.000
H 3.351 27.683 10.758 -0.001
H 2.770 28.125 12.396 -0.001
H 3.172 25.656 12.094 0.000
H 2.094 25.654 10.742 0.008
H 1.252 25.032 12.831 0.018
C 3.472 19.961 6.739 0.097
C 4.899 19.738 6.264 0.045
O 4.814 19.500 4.848 -0.054
H 3.200 20.910 6.277 0.030
H 3.411 20.089 7.820 -0.194
H 2.819 19.109 6.547 0.068
H 5.276 18.849 6.772 0.007
H 5.522 20.611 6.459 0.000
H 4.685 20.337 4.397 0.013
C 2.528 21.172 14.144 0.793
C 2.220 22.087 12.918 -0.691
O 1.562 23.246 13.336 -0.089
H 3.048 20.279 13.799 -0.063
H 1.581 20.828 14.561 -0.182
H 3.095 21.689 14.918 -0.049
H 1.541 21.558 12.249 -0.089
H 3.128 22.264 12.342 0.361
H 0.799 22.962 13.844 0.057
C 5.167 24.078 9.700 -0.033
C 5.497 23.936 11.184 0.271
O 6.336 25.023 11.519 -0.043
H 4.817 23.167 9.215 0.034
H 5.996 24.363 9.052 -0.035
H 4.447 24.873 9.506 0.015
H 5.943 22.953 11.335 -0.093
H 4.605 23.955 11.811 -0.010
H 6.263 25.757 10.905 0.005
C 1.857 22.631 9.001 0.209
C 0.705 21.773 8.338 0.099
O -0.104 21.263 9.391 0.127
H 2.638 22.840 8.270 0.014
H 2.292 22.164 9.885 -0.033
H 1.429 23.542 9.421 -0.025
H 1.012 21.149 7.499 -0.032
H 0.088 22.448 7.745 -0.005
H 0.446 20.637 9.867 0.322
```

As for the spin multiplicity: 2. Its expectation value of S² is 0.750. As for the HOMO-LUMO gap (spin up / spin down): 2.14 / 10.02 eV. As for the charge: -1.



A cluster of 7 separate species, C16H49N5O10 in total, computed with wB97M-V/def2-TZVPD.

XYZ file:
```
80
Properties=species:S:1:pos:R:3:mulliken_charge:R:1
N -1.116 0.393 -0.296 0.761
H -0.387 1.126 -0.164 0.311
H -0.724 -0.551 -0.189 -0.179
H -1.350 0.335 -1.300 0.286
H -1.862 0.728 0.307 0.089
N -3.326 1.196 -3.138 0.800
O -2.229 0.650 -2.854 -0.579
O -3.399 2.445 -3.275 -0.673
O -4.365 0.497 -3.271 -0.612
C -2.571 1.876 2.710 0.156
C -3.616 2.127 1.674 -0.699
O -3.093 2.461 0.395 -0.474
O -2.115 0.531 2.767 -0.405
H -2.839 2.312 3.676 0.513
H -1.695 2.494 2.461 -0.411
H -4.217 2.990 1.994 0.473
H -4.316 1.284 1.608 0.320
H -3.823 2.619 -0.212 0.240
H -1.700 0.393 3.623 0.271
C -2.459 -2.471 -1.791 -0.134
C -2.466 -3.764 -2.591 -0.572
O -3.772 -4.280 -2.750 -0.518
O -1.117 -2.078 -1.527 -0.022
H -2.878 -2.687 -0.799 0.216
H -3.075 -1.662 -2.193 0.159
H -1.768 -4.402 -2.040 0.300
H -2.109 -3.548 -3.607 0.296
H -3.778 -5.220 -2.565 0.322
H -0.620 -2.020 -2.357 -0.064
C 2.541 -2.194 -3.082 -1.591
C 2.106 -0.830 -2.514 1.352
C 3.139 0.265 -2.560 -0.764
O 3.922 0.200 -1.345 -0.304
C 5.104 0.983 -1.431 -0.902
N 0.890 -0.422 -3.251 -0.479
H 2.659 -2.022 -4.157 0.481
H 1.818 -2.968 -2.846 0.293
H 3.533 -2.462 -2.716 0.374
H 1.704 -1.029 -1.514 -0.505
H 2.695 1.255 -2.399 0.374
H 3.731 0.179 -3.478 0.320
H 5.564 1.012 -0.445 0.257
H 5.023 1.951 -1.929 0.337
H 5.795 0.374 -2.034 0.349
H 0.914 -0.735 -4.212 0.214
H 0.735 0.571 -3.153 0.170
C 0.780 2.346 2.703 -0.866
C 0.808 3.254 1.480 0.472
C 1.972 4.257 1.604 -1.157
O 1.800 5.267 0.653 -0.303
C 2.873 6.214 0.691 -0.762
N 0.857 2.558 0.189 -0.650
H 0.272 1.405 2.496 -0.532
H 0.277 2.846 3.532 0.424
H 1.773 2.064 3.069 0.512
H -0.093 3.859 1.613 0.322
H 2.889 3.650 1.539 0.437
H 1.980 4.743 2.591 0.567
H 3.803 5.643 0.603 0.323
H 2.881 6.704 1.668 0.295
H 2.754 6.873 -0.161 0.250
H 0.418 3.274 -0.402 0.356
H 1.793 2.616 -0.215 0.117
C -0.256 -4.530 1.137 -1.212
C -0.741 -3.895 2.459 0.477
C -1.144 -2.446 2.200 -0.785
O -0.167 -1.730 1.482 0.484
C 0.988 -1.352 2.206 -1.056
N -1.922 -4.659 2.904 -0.808
H 0.284 -5.452 1.369 0.453
H 0.524 -3.935 0.649 0.195
H -1.030 -4.645 0.381 0.207
H 0.078 -3.942 3.177 0.413
H -1.506 -1.971 3.117 0.108
H -2.007 -2.491 1.529 0.110
H 0.819 -0.726 3.086 0.273
H 1.734 -0.881 1.569 0.217
H 1.436 -2.287 2.563 0.369
H -2.520 -4.976 2.146 0.299
H -1.495 -5.557 3.144 0.305
```

As for the HOMO-LUMO gap: 7.84 eV.



A structure of composition C16H50F3O14Y, computed with wB97M-V/def2-TZVPD.

XYZ file:
```
84
Properties=species:S:1:pos:R:3:mulliken_charge:R:1
Y 20.715 16.482 19.135 1.263
O 22.761 17.241 18.292 -0.676
C 22.668 17.986 17.094 0.424
C 23.843 17.830 16.011 -0.437
O 25.228 17.706 16.431 -0.618
H 22.683 18.987 17.526 -0.108
H 21.639 17.945 16.738 0.064
H 23.801 18.567 15.210 0.273
H 23.639 16.839 15.605 0.220
C 19.942 20.114 19.369 0.026
O 19.187 20.784 20.406 0.391
O 20.004 18.720 19.647 -0.206
C 19.521 20.570 17.929 0.342
F 18.337 20.065 17.604 -0.282
F 19.439 21.884 17.755 -0.239
F 20.323 20.117 17.025 -0.284
C 17.782 20.489 20.577 0.079
C 17.160 21.359 21.724 -1.153
H 16.117 21.078 21.870 0.291
H 17.528 21.197 22.738 0.273
H 17.227 22.434 21.558 0.153
H 17.533 19.444 20.765 0.152
H 17.235 20.787 19.683 0.062
H 20.923 20.564 19.521 -0.163
C 22.968 20.638 22.034 -0.353
O 23.360 19.383 21.506 -0.443
H 22.389 21.239 21.332 -0.074
H 22.387 20.641 22.956 0.188
H 23.828 21.261 22.278 0.457
H 23.963 19.686 20.824 0.289
C 18.187 24.561 15.657 -0.041
O 16.913 24.592 15.119 -0.564
H 18.266 25.202 16.534 0.382
H 18.393 23.547 15.999 -0.306
H 18.958 24.876 14.954 0.242
H 16.422 25.293 15.553 0.329
C 16.870 20.989 14.843 -0.436
O 17.856 21.784 14.168 -0.525
H 15.869 21.021 14.412 0.343
H 17.100 19.934 14.694 0.300
H 17.001 21.388 15.849 0.076
H 17.502 22.651 14.378 0.245
C 15.095 18.922 17.077 -0.327
O 13.678 19.086 16.816 -0.569
H 15.549 19.670 17.727 0.076
H 15.391 17.942 17.451 0.336
H 15.639 19.060 16.143 0.147
H 13.354 19.480 17.629 0.341
C 21.039 23.790 21.037 -0.203
O 20.520 24.825 20.231 -0.570
H 20.453 23.580 21.931 0.321
H 21.202 22.890 20.444 -0.277
H 21.990 23.987 21.531 0.360
H 20.977 24.897 19.390 0.276
C 13.770 19.258 20.298 -0.374
O 13.257 20.382 19.625 -0.603
H 14.832 19.376 20.082 -0.014
H 13.522 19.450 21.341 0.375
H 13.437 18.252 20.045 0.331
H 13.191 21.085 20.275 0.323
C 15.828 17.744 23.285 -0.254
O 14.986 17.062 24.193 -0.549
H 16.764 18.097 23.718 0.075
H 16.034 16.912 22.613 0.302
H 15.194 18.409 22.699 0.069
H 14.431 16.551 23.600 0.339
C 19.749 19.243 23.770 0.117
O 20.740 18.531 22.956 -0.481
H 19.985 18.886 24.772 0.374
H 19.711 20.321 23.611 0.185
H 18.741 18.980 23.449 -0.389
H 20.471 18.425 22.041 0.174
C 23.111 22.335 16.462 -0.445
O 22.317 23.477 16.123 -0.478
H 24.153 22.258 16.151 0.392
H 22.991 22.191 17.536 0.101
H 22.701 21.421 16.032 0.170
H 22.322 23.449 15.164 0.286
C 16.854 24.846 19.916 -0.255
O 17.883 25.729 20.363 -0.537
H 16.206 24.599 20.757 0.282
H 16.216 25.298 19.156 0.288
H 17.239 23.913 19.505 -0.123
H 18.765 25.445 20.111 0.447
```

As for the HOMO-LUMO gap: 2.76 eV.



A cluster of 8 separate species, C16H50N4O13 in total, computed with wB97M-V/def2-TZVPD.

XYZ file:
```
83
Properties=species:S:1:pos:R:3:mulliken_spin:R:1
N -24.297 -25.416 -14.608 -0.002
H -23.791 -25.540 -15.473 0.003
H -24.991 -26.134 -14.458 0.000
H -24.818 -24.553 -14.548 -0.001
H -23.534 -25.525 -13.955 0.000
N -25.384 -22.078 -15.476 0.010
O -25.234 -22.320 -16.609 0.218
O -24.581 -22.436 -14.649 0.330
O -26.294 -21.378 -15.110 0.371
C -27.321 -23.916 -10.935 0.000
C -26.314 -23.886 -12.143 0.012
O -26.801 -24.588 -13.291 0.001
O -27.441 -25.202 -10.279 0.001
H -28.317 -23.696 -11.318 0.000
H -26.952 -23.275 -10.134 0.000
H -25.391 -24.334 -11.775 0.000
H -26.094 -22.849 -12.397 -0.011
H -27.473 -24.005 -13.652 -0.001
H -27.601 -25.885 -10.935 0.000
C -24.639 -19.131 -10.762 0.004
C -24.881 -19.921 -12.080 0.003
O -26.244 -19.936 -12.486 0.047
O -25.092 -19.790 -9.572 0.002
H -24.952 -18.088 -10.802 0.000
H -23.556 -19.066 -10.659 0.000
H -24.652 -20.972 -11.905 0.005
H -24.257 -19.587 -12.909 0.000
H -26.364 -20.280 -13.374 -0.008
H -25.988 -19.490 -9.402 0.000
C -21.495 -22.524 -12.105 0.001
C -22.312 -22.518 -10.748 0.000
O -22.235 -23.855 -10.267 0.000
O -22.113 -23.227 -13.178 0.002
H -20.599 -23.113 -11.910 0.000
H -21.252 -21.498 -12.383 0.000
H -23.355 -22.199 -10.771 0.000
H -21.722 -21.866 -10.104 0.000
H -21.580 -23.845 -9.565 0.000
H -22.967 -22.819 -13.342 0.003
C -26.488 -25.056 -18.794 0.000
C -26.689 -23.892 -19.749 0.000
O -25.456 -23.144 -19.855 0.000
O -25.592 -25.867 -19.448 0.000
H -27.334 -25.720 -18.616 0.000
H -26.015 -24.904 -17.824 -0.001
H -27.488 -23.247 -19.384 0.000
H -27.058 -24.208 -20.725 0.000
H -25.185 -22.960 -18.953 0.002
H -25.172 -25.207 -20.004 0.000
C -28.825 -23.828 -16.284 0.007
C -29.474 -22.861 -15.262 0.001
C -30.919 -23.168 -14.871 0.000
O -31.320 -22.290 -13.809 0.000
C -32.433 -22.705 -13.094 0.000
N -28.616 -22.662 -14.081 0.004
H -27.896 -23.370 -16.624 -0.006
H -29.458 -23.983 -17.158 0.000
H -28.512 -24.779 -15.852 0.000
H -29.593 -21.924 -15.806 0.000
H -30.983 -24.193 -14.506 0.000
H -31.571 -22.907 -15.704 0.000
H -32.348 -23.582 -12.454 0.000
H -33.372 -22.705 -13.649 0.000
H -32.518 -21.985 -12.281 0.000
H -27.783 -22.180 -14.386 -0.001
H -29.095 -21.929 -13.577 0.001
C -21.253 -26.796 -17.817 0.000
C -22.349 -25.892 -17.348 0.000
C -22.609 -24.756 -18.380 0.005
O -21.441 -23.942 -18.748 0.001
C -21.772 -22.853 -19.492 0.000
N -23.609 -26.557 -17.084 0.000
H -21.544 -27.280 -18.750 0.000
H -21.107 -27.596 -17.092 0.000
H -20.404 -26.114 -17.850 0.000
H -22.024 -25.465 -16.399 0.000
H -23.501 -24.247 -18.013 -0.005
H -22.972 -25.291 -19.258 0.000
H -22.274 -22.086 -18.902 0.000
H -22.361 -23.236 -20.325 0.000
H -20.865 -22.461 -19.952 0.000
H -23.355 -27.527 -17.208 0.000
H -24.178 -26.592 -17.918 0.000
```

As for the spin multiplicity: 2. Its expectation value of S² is 0.756. As for the HOMO-LUMO gap (spin up / spin down): 8.26 / 3.55 eV. As for the charge: +1.



E_tot list, top to bottom, in Ha: -3730.84785 -1617.55865 -1240.17371 -1664.93644 -2030.39374 -1836.14421
Largest force on an atom list, top to bottom, in eV Å⁻¹: 3.43 2.50 2.41 2.25 6.60 4.26